# 1
{
  "formula": "C9H13NO2S",
  "method": "ωB97M-V with the def2-TZVPD basis set",
  "max_force_ev_per_a": 4.6,
  "homo_lumo_gap_ev": 9.74,
  "relative_energy_ev": 2.487,
  "e_tot_ev": -25962.2134,
  "homo_ev": -9.059,
  "lumo_ha": 0.0249,
  "species": ["C", "C", "C", "C", "C", "C", "C", "C", "C", "N", "O", "O", "S", "H", "H", "H", "H", "H", "H", "H", "H", "H", "H", "H", "H", "H"],
  "positions_angstrom": [[-1.12785, -1.40808, 2.90655], [-1.17522, -0.09166, 2.63640], [-0.58550, -2.26235, 1.86993], [-0.79035, 0.50930, 1.42655], [-0.14879, -1.73041, 0.66714], [-0.31659, -0.31638, 0.40818], [2.09187, 1.52133, -0.35151], [1.63173, 0.36085, -1.24897], [0.01353, 0.14850, -1.02468], [-0.57615, -0.57522, -2.07293], [-2.16784, 1.40878, -1.40930], [0.05503, 2.15111, -2.75011], [-0.53412, 1.92145, -1.40293], [-1.53234, -1.70670, 3.84146], [-1.43284, 0.56085, 3.47330], [-0.59033, -3.40270, 2.01903], [-0.77635, 1.50716, 1.45511], [0.09246, -2.36873, -0.12308], [1.60439, 2.38293, -0.68305], [2.07869, 1.46674, 0.81224], [3.14213, 1.65085, -0.57810], [2.26209, -0.49615, -0.88590], [1.72878, 0.56197, -2.33793], [0.08092, -0.78095, -2.81260], [-2.16315, 0.57870, -1.96278], [-0.86419, -1.59119, -1.87203]],
  "forces_ev_per_angstrom": [[0.968, -1.684, -2.321], [0.321, 1.956, 0.461], [-0.722, -1.140, 1.331], [0.602, -4.596, 0.307], [-1.787, 2.341, 1.381], [0.031, -0.775, -0.575], [1.388, -0.933, 1.048], [-1.301, -1.009, 1.846], [3.212, 1.171, 1.043], [-0.967, -4.092, -0.815], [1.548, 0.527, -0.932], [-0.990, -0.222, 1.017], [-1.993, -0.813, -0.314], [0.029, -0.848, 0.545], [-0.268, 0.045, -0.383], [0.173, 1.930, -0.215], [-0.165, 3.762, -0.736], [0.735, -0.912, -1.006], [-0.453, 1.713, -0.044], [-0.571, -0.490, -2.131], [0.384, 0.296, -0.038], [-1.027, 0.146, -0.841], [0.357, 0.034, 0.869], [0.197, 0.764, -0.346], [0.129, 0.603, 0.427], [0.170, 2.225, 0.423]]
}



# 2
{
  "formula": "C34H30N4O3RhS",
  "method": "ωB97M-V with the def2-TZVPD basis set",
  "max_force_ev_per_a": 3.3,
  "total_charge": 1,
  "homo_lumo_gap_ev": [7.03, 4.70],
  "multiplicity": 5,
  "relative_energy_ev": 0.000,
  "e_tot_ev": -61681.1000,
  "homo_ev": [-10.199, -10.197],
  "lumo_ha": [-0.1165, -0.2020],
  "species": ["Rh", "C", "O", "C", "C", "C", "C", "C", "C", "C", "N", "C", "C", "N", "C", "C", "C", "C", "N", "C", "C", "N", "C", "C", "C", "C", "H", "H", "H", "H", "H", "H", "H", "H", "H", "H", "H", "H", "H", "H", "C", "C", "O", "S", "C", "C", "C", "C", "C", "C", "C", "C", "H", "H", "H", "H", "H", "H", "H", "C", "C", "C", "C", "O", "H", "H", "H", "H", "H", "H", "H", "H", "H"],
  "positions_angstrom": [[-0.91759, -0.42331, -1.42878], [8.88809, 0.62591, 8.30013], [8.89862, 0.28460, 6.91938], [7.77998, 0.20276, 6.17016], [6.48922, 0.01317, 6.70050], [5.44315, -0.23738, 5.77330], [5.70204, -0.32656, 4.45462], [6.98680, -0.13278, 3.93141], [8.01430, 0.15335, 4.79734], [4.56801, -0.54919, 3.57095], [3.30766, -0.22967, 3.83731], [2.59042, -0.47423, 2.67383], [3.47151, -0.95382, 1.71359], [4.66672, -1.08832, 2.31766], [3.05964, -1.25941, 0.37117], [3.91137, -1.76341, -0.63940], [3.37102, -2.01987, -1.85713], [1.95091, -1.73948, -2.07433], [1.14217, -1.27423, -1.13329], [1.70280, -1.05982, 0.06906], [0.78984, -0.50184, 1.13780], [-0.47118, -0.20753, 0.75214], [-1.40518, 0.03868, 1.66332], [-1.06710, 0.08026, 3.04358], [0.24168, -0.02408, 3.39777], [1.18000, -0.28505, 2.42651], [9.77867, 1.26005, 8.40429], [8.91361, -0.25179, 8.95342], [8.03614, 1.30631, 8.50278], [6.24586, 0.16665, 7.74895], [4.42729, -0.42136, 6.09873], [7.12373, -0.09719, 2.86357], [9.05891, 0.40781, 4.38213], [5.47976, -1.53494, 1.89821], [4.96221, -1.93849, -0.46423], [3.86375, -2.45460, -2.67978], [1.51769, -1.88113, -3.06934], [-2.43213, 0.18287, 1.30094], [-1.85388, 0.22410, 3.72495], [0.54910, -0.06766, 4.46882], [-9.55020, 1.19402, -4.82541], [-10.50728, 0.25063, -4.14846], [-11.66364, 0.15018, -4.38451], [-9.89013, -0.69270, -2.75696], [-8.08815, -0.67596, -2.90213], [-7.28271, 0.40628, -2.55438], [-5.94729, 0.25158, -2.32676], [-5.28442, -0.93010, -2.59860], [-6.03071, -1.97970, -3.10501], [-7.37856, -1.87997, -3.26888], [-3.91514, -1.04219, -2.23042], [-2.72524, -1.05801, -1.78691], [-8.66023, 0.68322, -5.21544], [-9.33954, 1.94778, -4.09247], [-10.12258, 1.74262, -5.62713], [-7.72045, 1.34691, -2.34226], [-5.37273, 1.08150, -1.95753], [-5.55401, -2.89977, -3.35054], [-7.93587, -2.78217, -3.56600], [0.27916, 2.46011, -4.15300], [-0.84485, 1.54074, -3.56934], [-2.20422, 2.24348, -3.59040], [-0.84451, 0.31322, -4.53456], [-0.53632, 1.28410, -2.23895], [0.03060, 2.72227, -5.18143], [1.20388, 1.96579, -4.10934], [0.39188, 3.38502, -3.54830], [-2.52135, 2.63430, -4.56073], [-2.24241, 3.03502, -2.86076], [-3.03871, 1.49367, -3.36595], [-1.04204, 0.58391, -5.58451], [-1.71194, -0.30153, -4.23675], [0.08409, -0.22362, -4.44829]],
  "forces_ev_per_angstrom": [[-0.128, 0.089, 0.315], [-0.334, 1.274, -0.375], [0.273, 0.126, -0.261], [-0.296, -0.796, 1.189], [-0.498, 0.425, -1.245], [0.793, 0.157, 2.649], [-0.028, -0.360, -1.855], [-0.227, 0.368, 0.538], [1.650, 0.474, -1.398], [-1.131, -0.275, -0.044], [-0.118, 0.089, -0.496], [1.322, -0.063, 0.761], [-1.981, -0.214, -0.690], [1.427, 0.161, -0.364], [0.150, -0.293, 0.133], [-0.306, 0.129, 0.230], [-3.204, 0.573, -0.098], [1.345, -0.279, -0.114], [1.024, -0.264, -0.759], [-0.819, 1.323, 2.071], [0.002, -0.284, -2.479], [-0.891, -0.631, -0.138], [0.489, 0.129, 0.438], [-0.280, 0.167, -1.867], [-0.261, -0.280, 2.066], [2.317, -0.487, 0.260], [-0.104, -0.495, 0.357], [-0.105, 0.178, -0.180], [0.256, -0.604, 0.187], [0.277, -0.331, -0.173], [0.072, 0.193, 0.200], [0.215, -0.071, -0.167], [-1.775, -0.598, 0.947], [-0.260, 0.425, 0.391], [0.082, -0.026, 0.113], [0.850, -0.276, -0.684], [0.174, -0.075, 0.397], [0.555, 0.008, 0.217], [-0.706, 0.129, 0.932], [-0.210, 0.402, -1.018], [-1.184, 0.271, -1.300], [0.879, 0.276, -0.098], [-0.937, -0.047, -0.219], [0.982, -0.414, 0.116], [0.874, -1.293, -0.667], [-1.065, -0.588, 0.338], [0.851, 0.776, -0.301], [0.441, -0.045, 0.434], [0.280, -0.459, -0.202], [-2.215, 0.559, 0.543], [2.306, -0.080, 0.905], [-2.405, -0.225, -0.983], [-0.227, 0.362, 0.215], [0.690, 0.362, 0.420], [0.677, -0.844, 0.573], [-0.460, 0.734, 0.259], [0.091, 0.275, 0.117], [0.336, -0.558, -0.099], [0.180, 0.659, 0.051], [-1.702, 1.212, 1.054], [0.510, 1.286, -2.524], [-1.524, -1.379, -0.189], [-1.621, 0.194, 0.958], [0.534, -0.708, 0.458], [0.091, 0.028, 0.058], [1.304, -0.836, -0.082], [-0.220, -0.437, -0.387], [0.558, 0.097, -0.071], [0.030, 0.292, 0.263], [1.149, 0.825, 0.096], [0.326, 0.193, 0.481], [0.478, -0.266, -0.136], [0.382, -0.339, -0.062]]
}



Repeat the first record exactly.
{
  "formula": "C9H13NO2S",
  "method": "ωB97M-V with the def2-TZVPD basis set",
  "max_force_ev_per_a": 4.6,
  "homo_lumo_gap_ev": 9.74,
  "relative_energy_ev": 2.487,
  "e_tot_ev": -25962.2134,
  "homo_ev": -9.059,
  "lumo_ha": 0.0249,
  "species": ["C", "C", "C", "C", "C", "C", "C", "C", "C", "N", "O", "O", "S", "H", "H", "H", "H", "H", "H", "H", "H", "H", "H", "H", "H", "H"],
  "positions_angstrom": [[-1.12785, -1.40808, 2.90655], [-1.17522, -0.09166, 2.63640], [-0.58550, -2.26235, 1.86993], [-0.79035, 0.50930, 1.42655], [-0.14879, -1.73041, 0.66714], [-0.31659, -0.31638, 0.40818], [2.09187, 1.52133, -0.35151], [1.63173, 0.36085, -1.24897], [0.01353, 0.14850, -1.02468], [-0.57615, -0.57522, -2.07293], [-2.16784, 1.40878, -1.40930], [0.05503, 2.15111, -2.75011], [-0.53412, 1.92145, -1.40293], [-1.53234, -1.70670, 3.84146], [-1.43284, 0.56085, 3.47330], [-0.59033, -3.40270, 2.01903], [-0.77635, 1.50716, 1.45511], [0.09246, -2.36873, -0.12308], [1.60439, 2.38293, -0.68305], [2.07869, 1.46674, 0.81224], [3.14213, 1.65085, -0.57810], [2.26209, -0.49615, -0.88590], [1.72878, 0.56197, -2.33793], [0.08092, -0.78095, -2.81260], [-2.16315, 0.57870, -1.96278], [-0.86419, -1.59119, -1.87203]],
  "forces_ev_per_angstrom": [[0.968, -1.684, -2.321], [0.321, 1.956, 0.461], [-0.722, -1.140, 1.331], [0.602, -4.596, 0.307], [-1.787, 2.341, 1.381], [0.031, -0.775, -0.575], [1.388, -0.933, 1.048], [-1.301, -1.009, 1.846], [3.212, 1.171, 1.043], [-0.967, -4.092, -0.815], [1.548, 0.527, -0.932], [-0.990, -0.222, 1.017], [-1.993, -0.813, -0.314], [0.029, -0.848, 0.545], [-0.268, 0.045, -0.383], [0.173, 1.930, -0.215], [-0.165, 3.762, -0.736], [0.735, -0.912, -1.006], [-0.453, 1.713, -0.044], [-0.571, -0.490, -2.131], [0.384, 0.296, -0.038], [-1.027, 0.146, -0.841], [0.357, 0.034, 0.869], [0.197, 0.764, -0.346], [0.129, 0.603, 0.427], [0.170, 2.225, 0.423]]
}